Record 1
C16H40CoIO2P2Si2 | the ωB97M-V functional and the def2-TZVPD basis

Its lowest unoccupied orbital energy (spin up / spin down) is -7.500 / -9.664 eV. As for the energy: -3725.608396 Ha. The charge is +2. Its spin multiplicity is 5. Its relative energy (zero: lowest compared OMol25 entry of this formula, charge and spin) is 41.3 kcal per mole. The value obtained for the HOMO energy (spin up / spin down) is -12.512 / -15.737 eV.

Structure (XYZ):
```
64
Properties=species:S:1:pos:R:3:forces:R:3
I -0.125 -1.589 -2.438 -0.06 -0.40 -1.46
Co -0.081 0.357 -1.179 -1.34 0.57 0.00
P -2.354 0.787 -1.110 -1.23 -0.48 0.42
P 2.097 0.674 -1.119 2.04 -0.48 0.52
Si -0.213 -2.440 1.109 0.40 -1.24 0.83
Si 0.473 0.338 2.409 0.36 -0.11 0.99
O -0.041 3.381 -3.420 -0.03 0.80 -1.24
O -0.113 3.216 -0.473 -0.01 -5.05 -1.59
C 2.279 0.090 2.851 0.29 0.07 -0.14
C -1.764 -2.916 2.073 -0.22 0.43 0.13
C 2.863 1.043 -2.706 -0.22 0.04 -0.32
C -3.144 1.461 -2.571 0.06 0.07 -0.31
C -0.149 -0.531 0.803 0.00 -1.47 2.68
C -2.907 1.886 0.237 0.33 0.27 0.01
C -3.327 -0.719 -0.721 0.17 -0.05 -0.19
C 1.269 -3.064 2.102 -0.04 0.18 0.04
C 0.075 2.167 2.431 -0.04 0.32 -0.19
C -0.108 2.077 -0.775 0.24 6.38 1.34
C -0.125 1.261 -4.825 -0.05 -0.46 -2.13
C -0.393 -0.339 3.974 -0.38 -0.20 -0.21
C -0.062 2.291 -3.846 0.07 -0.72 3.14
C 3.036 -0.791 -0.554 -0.23 -0.12 0.01
C -0.236 -3.765 -0.233 -0.13 0.18 -0.33
C 2.772 1.989 -0.081 -0.31 0.35 0.23
H 2.997 0.384 2.085 0.05 -0.11 0.18
H -4.147 1.785 -2.270 0.16 -0.02 -0.18
H 0.661 -3.702 -0.851 -0.10 -0.22 -0.09
H -3.965 2.110 0.050 0.20 -0.09 0.11
H -1.198 -0.176 0.755 0.23 0.06 -0.56
H 2.509 -0.938 3.151 -0.10 0.19 -0.10
H -0.036 -1.329 4.290 -0.11 0.23 -0.24
H -1.130 -3.677 -0.853 0.13 -0.19 -0.13
H -4.383 -0.414 -0.642 0.35 -0.10 0.00
H -2.800 1.411 1.221 -0.05 0.07 -0.31
H 3.862 1.966 -0.167 -0.11 0.01 -0.03
H -2.640 -2.972 1.416 0.06 -0.01 0.14
H -3.233 0.677 -3.329 0.03 0.16 0.01
H 4.109 -0.547 -0.613 -0.37 -0.05 0.05
H -2.578 2.310 -2.965 -0.20 -0.06 0.03
H -0.940 2.399 2.093 0.14 -0.03 0.08
H 0.753 0.593 -4.694 -0.55 0.44 -0.10
H 3.925 1.214 -2.507 -0.13 0.04 -0.09
H 2.498 1.878 0.970 0.05 -0.04 -0.25
H -3.003 -1.173 0.228 -0.15 0.18 -0.39
H -2.338 2.822 0.229 -0.35 -0.14 0.08
H -0.147 1.647 -5.869 -0.03 -0.32 0.28
H 2.417 1.939 -3.143 0.19 -0.05 0.00
H 2.484 0.724 3.725 -0.11 -0.07 -0.13
H -1.487 -0.381 3.887 0.21 0.02 0.06
H -1.028 0.645 -4.627 0.54 0.42 -0.16
H -3.216 -1.445 -1.537 -0.08 0.11 0.26
H 0.136 2.519 3.469 0.05 -0.15 -0.14
H 2.762 0.202 -3.395 -0.02 0.06 0.03
H 2.229 -2.816 1.636 -0.08 -0.08 0.17
H 2.393 2.957 -0.410 0.21 0.04 -0.08
H -0.168 0.354 4.800 0.06 -0.04 -0.37
H -2.007 -2.295 2.942 0.02 -0.14 -0.22
H -0.254 -4.773 0.201 0.01 0.38 0.29
H 0.764 2.787 1.851 -0.12 -0.03 0.12
H 2.770 -1.041 0.483 0.09 0.06 -0.40
H 1.173 -4.161 2.066 0.06 0.31 0.08
H 1.291 -2.766 3.158 0.05 -0.06 -0.29
H -1.582 -3.936 2.441 0.04 0.20 -0.11
H 2.826 -1.648 -1.208 0.06 0.20 0.19
```
Positions in Å, forces in eV/Å.



Record 2
C16H40F6N4O3P | the ωB97M-V functional and the def2-TZVPD basis

Its lowest unoccupied orbital energy is -2.475 eV. As for the energy: -2018.730975 Ha. The charge is +1. Its spin multiplicity is 1. The value obtained for the HOMO energy is -10.841 eV.

Structure (XYZ):
```
70
Properties=species:S:1:pos:R:3:forces:R:3
P 1.456 -7.408 18.146 2.16 -1.31 -0.55
F 0.624 -8.818 18.052 -0.46 0.31 0.67
F 0.735 -7.024 19.576 -0.41 -0.17 -0.37
F 0.166 -6.683 17.403 0.77 -0.22 -0.12
F 2.239 -6.016 18.114 -0.25 0.17 0.30
F 2.614 -8.154 18.973 -0.29 0.44 -0.10
F 2.163 -7.832 16.754 -0.59 0.66 0.22
O -0.103 -8.810 15.168 0.53 -0.67 -0.57
O -1.709 -7.496 15.430 -1.80 1.37 -0.22
O -0.489 -7.387 13.596 -0.76 0.32 0.09
N -1.808 -7.824 18.393 -0.04 -0.45 -0.36
N -0.762 -7.901 14.701 1.23 -0.97 0.77
N -1.036 -3.569 14.019 -1.90 -0.95 -0.09
N -4.865 -9.164 12.647 -0.49 -0.30 0.12
C -4.757 -9.149 14.180 -0.86 0.37 0.11
C 0.474 -3.044 11.989 -0.60 -1.49 -0.29
C -4.388 -10.610 12.274 0.43 1.46 -0.04
C 0.091 -4.290 14.822 0.34 1.14 -0.38
C -4.151 -10.453 14.627 0.61 0.25 -0.93
C -0.444 -4.424 16.236 0.67 0.62 0.72
C -6.329 -8.881 12.250 2.28 0.19 0.29
C -1.873 -2.916 15.127 -1.39 -0.04 -1.00
C -1.124 -3.075 16.411 -0.26 0.87 0.45
C -4.588 -11.416 13.527 -1.54 0.28 -0.07
C -3.812 -8.200 10.521 1.34 -0.24 -0.36
C -3.912 -8.105 12.037 -0.39 -1.45 -0.18
C 1.442 -1.971 11.496 0.13 -0.49 -0.45
C -1.890 -4.574 13.280 1.28 -0.86 -0.25
C -2.638 -7.384 9.886 -0.96 0.25 -0.09
C -0.549 -2.543 13.024 2.28 -0.01 1.05
H -1.349 -1.947 12.594 -0.26 -0.23 0.20
H -2.213 -1.948 14.758 0.51 0.30 0.35
H -2.646 -4.169 12.610 0.18 0.67 0.22
H 0.074 -1.951 13.700 -0.36 0.78 -0.23
H -5.768 -9.125 14.590 -0.13 0.20 -0.37
H 0.841 -3.496 14.815 0.33 -0.25 0.22
H 2.057 -2.351 10.678 -0.12 -0.28 0.03
H -5.679 -11.514 13.576 -0.02 -0.46 0.33
H -3.498 -9.214 10.264 -0.54 -0.22 0.05
H -4.248 -8.279 14.594 0.29 0.09 -0.57
H -3.068 -10.340 14.548 0.09 -0.26 0.81
H 2.170 -1.698 12.260 -0.30 0.35 0.17
H -1.606 -7.646 17.399 -0.28 0.21 -0.75
H -4.743 -7.982 10.001 -0.04 0.12 0.10
H -3.332 -10.442 12.058 0.03 -0.42 -0.13
H 0.325 -4.453 17.010 0.48 -0.22 -0.59
H -4.277 -7.137 12.373 0.32 0.03 0.26
H -0.012 -3.600 11.180 -0.37 0.78 -0.42
H -0.442 -2.232 16.559 0.62 -0.36 -0.41
H -2.346 -5.320 13.929 0.25 0.21 0.40
H -2.798 -3.495 15.154 0.11 -0.17 0.15
H -2.728 -6.314 10.075 0.14 0.01 0.20
H -4.176 -12.419 13.450 0.31 0.15 0.27
H 0.505 -5.140 14.286 -0.50 -0.25 0.11
H -4.912 -10.949 11.385 -0.01 0.01 0.05
H -6.398 -7.821 12.482 -0.67 -0.01 -0.11
H -4.574 -10.579 15.621 0.65 -0.75 0.12
H -2.179 -8.769 18.432 0.16 -0.03 0.35
H -1.131 -5.112 12.714 -0.46 -0.28 -0.34
H -1.640 -7.739 10.137 -0.13 -0.03 0.43
H -6.971 -9.484 12.882 -0.18 -0.08 -0.35
H -1.000 -5.336 16.444 -0.57 0.48 -0.57
H -2.454 -7.154 18.795 0.09 0.07 0.02
H -6.367 -9.058 11.180 -0.54 -0.07 0.07
H -2.728 -7.492 8.804 -0.02 -0.04 -0.01
H -2.981 -8.461 12.476 0.36 1.00 0.12
H 0.939 -1.113 11.051 -0.07 0.19 0.43
H -1.716 -2.937 17.318 -0.55 -0.56 -0.27
H -0.855 -7.760 18.782 -0.35 -0.21 0.69
H 0.993 -3.926 12.378 0.50 0.50 0.60
```
Positions in Å, forces in eV/Å.



Record 3
C16H40N3O5P | the ωB97M-V functional and the def2-TZVPD basis

Its lowest unoccupied orbital energy is 0.210 eV. As for the energy: -1515.151289 Ha. The charge is 0. Its spin multiplicity is 1. The SMILES is CC(=O)NCCCC[PH3]CC(=O)O.COC[C@@H](C)N.COC[C@@H](C)N. The value obtained for the HOMO energy is -8.591 eV.

Structure (XYZ):
```
65
Properties=species:S:1:pos:R:3:forces:R:3
P -1.999 4.264 0.875 1.05 0.51 0.70
O 2.992 4.392 0.623 -2.85 -6.49 -3.12
O -5.245 3.436 -1.104 7.87 -3.25 2.49
O -3.338 2.069 -1.621 -0.83 1.08 3.12
O -1.235 -4.720 2.575 0.34 -0.02 0.55
O 0.897 -1.202 -3.741 -0.66 0.00 0.19
N 1.300 -4.428 1.254 -0.31 0.25 0.12
N 1.775 2.916 -1.061 3.22 1.24 0.93
N 1.120 -0.578 -0.945 0.07 0.22 -0.31
C -0.027 5.930 -0.653 -0.71 0.19 -0.16
C 0.939 -2.585 -4.059 0.40 0.11 -0.10
C -3.639 3.223 0.891 -1.44 -0.55 -0.47
C -0.264 -0.800 -3.008 0.23 0.30 0.04
C -4.074 2.905 -0.657 -6.19 1.57 -1.87
C 2.579 3.201 0.186 1.84 3.34 2.69
C 0.101 4.825 -1.857 1.16 0.70 -0.71
C 1.597 -6.216 2.887 0.29 -0.16 0.11
C -0.083 -4.323 3.327 0.03 0.27 -0.27
C 2.942 1.892 1.151 -0.30 -0.34 -1.21
C -0.167 -1.042 -1.484 0.37 -0.35 -0.32
C -0.373 5.312 0.826 0.90 1.36 0.41
C -0.375 -2.500 -1.086 -0.22 -0.11 0.23
C 1.615 4.123 -1.957 -1.29 0.67 -1.98
C -1.650 -6.058 2.803 -0.22 0.14 -0.35
C 1.264 -4.740 2.691 -0.33 -0.27 -0.17
H -1.869 4.116 2.331 -0.18 0.04 -0.95
H -0.941 6.639 -0.946 1.82 -1.49 0.65
H -1.139 -6.730 2.112 0.03 -0.19 0.15
H -0.593 6.247 1.534 0.45 -1.88 -1.35
H 2.467 4.922 -1.876 -1.66 -1.52 0.26
H 1.432 -6.521 3.925 -0.01 0.01 -0.09
H -1.169 -1.252 -3.432 0.06 -0.15 0.03
H -0.020 5.431 -2.878 0.26 -1.32 2.17
H -1.247 -2.925 -1.594 0.09 0.02 0.04
H 1.009 -6.871 2.240 -0.01 0.14 0.05
H -0.354 0.281 -3.172 0.13 -0.09 -0.02
H 2.376 2.245 -1.627 -1.09 0.70 1.23
H -3.490 2.265 1.555 -0.19 1.58 -1.57
H -2.721 -6.120 2.589 0.13 0.11 0.04
H -4.511 3.870 1.385 1.71 -1.54 -1.37
H -1.486 -6.373 3.837 0.10 0.01 -0.03
H -0.160 -4.663 4.366 -0.02 -0.17 -0.04
H 1.669 3.710 -3.076 -0.08 0.78 2.43
H 0.922 6.645 -0.645 -1.91 -1.74 0.06
H -0.727 3.998 -1.869 1.63 1.56 0.19
H -0.116 -3.228 3.356 -0.07 -0.11 -0.11
H -0.968 -0.461 -1.009 0.07 0.07 -0.09
H 2.652 -6.402 2.651 -0.22 0.09 0.00
H -0.055 -2.994 -4.261 -0.01 0.03 0.10
H 1.425 -3.139 -3.255 -0.14 -0.20 -0.01
H 0.491 -3.127 -1.311 -0.03 0.14 -0.06
H -2.692 5.441 0.413 -0.15 -0.55 -0.05
H 0.505 4.727 1.338 -1.44 1.05 -1.20
H 1.212 0.421 -1.136 -0.14 -0.12 0.22
H -0.551 -2.578 -0.006 0.00 0.07 -0.21
H 1.947 1.402 1.584 2.19 1.21 -0.95
H 2.053 -4.162 3.188 -0.16 0.05 -0.05
H 1.551 -2.706 -4.958 -0.10 0.12 0.09
H 3.709 2.172 1.990 -1.75 -0.24 -1.73
H 1.858 -1.000 -1.517 -0.23 -0.02 0.23
H -2.768 1.377 -1.170 -0.89 1.42 -0.32
H 3.446 1.069 0.465 -1.09 1.60 1.39
H 0.459 -4.833 0.834 0.30 0.04 0.11
H 1.167 -3.423 1.135 0.19 -0.18 -0.01
H -1.424 3.231 0.051 -0.04 0.28 0.22
```
Positions in Å, forces in eV/Å.